Here is a molecular structure, C29H53AsCrNS3Si3 from the OMol25 dataset. Energies are from wB97M-V/def2-TZVPD.

```
91
Properties=species:S:1:pos:R:3
Cr 0.4833 -0.4553 -0.1768
C -0.9363 -1.4933 4.4273
Si -0.6734 -1.8058 2.6121
C -2.2442 -1.3608 1.6480
C -0.4157 -3.6470 2.5473
C 0.6904 -0.7035 1.8333
Si 0.6743 1.0317 2.6595
C 1.2610 1.0424 4.4238
C -1.0766 1.6960 2.6132
C 1.8254 2.1909 1.7424
Si 2.4285 -1.4491 1.8322
C 3.4686 -1.1247 3.3290
C 2.6092 -3.2414 1.3687
C 3.2258 -0.5244 0.3665
C 4.5923 -0.4132 0.1577
C 5.0774 0.3722 -0.8756
C 4.1802 1.0546 -1.6878
C 2.8343 0.8968 -1.4652
N 2.3631 0.1117 -0.4735
H -1.7257 -2.1745 4.7689
H -1.2356 -0.4794 4.6909
H -0.0338 -1.7414 4.9947
H -2.8654 -2.2469 1.4821
H -2.0238 -0.9144 0.6689
H -2.8566 -0.6361 2.1945
H -1.3795 -4.1020 2.8090
H 0.3026 -3.9637 3.3131
H -0.0978 -4.0536 1.5883
H 1.0253 0.1342 4.9753
H 0.7663 1.8762 4.9370
H 2.3397 1.2093 4.4878
H -1.6891 1.2168 3.3800
H -1.5782 1.5431 1.6545
H -1.0763 2.7708 2.8359
H 2.8679 1.8688 1.8721
H 1.7436 3.2007 2.1644
H 1.6347 2.2644 0.6724
H 2.9096 -1.3381 4.2457
H 3.8108 -0.0872 3.3800
H 4.3491 -1.7766 3.3165
H 2.2519 -3.9007 2.1643
H 3.6739 -3.4516 1.2205
H 2.0760 -3.5114 0.4520
H 5.2737 -0.9328 0.8242
H 6.1446 0.4722 -1.0379
H 4.5199 1.6976 -2.4883
H 2.1059 1.4081 -2.0730
C -1.0641 -2.0891 -4.6860
C 0.2488 -1.3011 -4.6461
S 1.0292 -1.0210 -3.0354
C 1.7087 -2.6198 -2.5778
C 0.6726 -3.6005 -2.0439
S -0.3324 -2.8654 -0.7279
C -2.0421 -3.3434 -1.1304
C -2.5267 -3.2362 -2.5744
S -2.2291 -1.6440 -3.3702
H -0.8751 -3.1583 -4.6303
H -1.5589 -1.9011 -5.6375
H 0.1037 -0.2948 -5.0415
H 1.0019 -1.7881 -5.2665
H 2.4535 -2.4023 -1.8121
H 2.2312 -3.0431 -3.4349
H 1.1632 -4.4789 -1.6297
H -0.0041 -3.9270 -2.8275
H -2.6387 -2.7082 -0.4831
H -2.1436 -4.3691 -0.7785
H -3.6053 -3.3905 -2.5627
H -2.1081 -4.0212 -3.2015
C -0.6660 1.9223 -2.8948
As -0.8792 1.5063 -1.0152
C -2.7758 1.1417 -1.0222
C -0.6793 3.3243 -0.2772
C -1.8624 4.1903 -0.5972
C -3.0095 4.1423 0.1954
C -4.1005 4.9474 -0.0970
C -4.0547 5.8129 -1.1850
C -2.9134 5.8749 -1.9708
C -1.8232 5.0661 -1.6781
H -1.3502 2.7364 -3.1192
H -0.9391 1.0524 -3.4875
H 0.3467 2.2350 -3.1386
H -3.2712 1.9801 -1.5035
H -3.1697 1.0159 -0.0170
H -2.9360 0.2364 -1.5990
H 0.2255 3.7036 -0.7497
H -0.5054 3.2527 0.7899
H -3.0404 3.4840 1.0605
H -4.9866 4.9058 0.5271
H -4.9043 6.4472 -1.4090
H -2.8672 6.5594 -2.8073
H -0.9241 5.1355 -2.2825
```

## Properties
Multiplicity ... 2
Expectation value of S² ... 0.801
Strongest force on any atom ... 1.25 eV/A
HOMO level (alpha / beta) ... -13.511 / -13.506 eV
Net charge ... +2
Gap between HOMO and LUMO (alpha / beta) ... 0.245 / 0.268 Eh


Here is a molecular structure, C29H53Ge3O4V from the OMol25 dataset. Energies are from wB97M-V/def2-TZVPD.

```
90
Properties=species:S:1:pos:R:3
V -1.2998 0.0737 -0.6675
C -4.7367 0.4244 1.3276
C -4.4248 -0.4015 0.1110
C -4.5183 -1.8824 0.2442
C -5.3615 0.2182 -0.9550
O -2.9579 -0.0951 -0.1744
Ge -2.3134 1.5770 -2.9593
O -1.6067 1.9565 -1.1703
C -0.9929 3.3378 -1.3127
C -0.2026 3.3725 -2.6196
C -0.0836 3.6725 -0.1424
C -2.1450 4.2900 -1.0637
O -1.5223 -0.1264 -2.5733
C -1.6498 -1.0994 -3.6732
C -0.2783 -1.6887 -3.9087
C -2.6826 -2.1343 -3.3053
C -2.1085 -0.4004 -4.9721
H -5.7732 0.2311 1.6953
H -4.6564 1.4840 1.0398
H -4.0090 0.2146 2.1481
H -5.5401 -2.2545 0.3537
H -3.9378 -2.1698 1.1370
H -4.0652 -2.3861 -0.6069
H -6.4080 0.0518 -0.6272
H -5.2184 -0.2055 -1.9520
H -5.1624 1.2966 -0.9366
H 0.6035 2.6362 -2.7000
H 0.2327 4.4135 -2.6355
H -0.8052 3.3519 -3.5214
H 0.8670 3.1124 -0.1308
H -0.6204 3.6561 0.8022
H 0.2733 4.7108 -0.3686
H -2.9481 4.2278 -1.8103
H -1.7049 5.3117 -1.1513
H -2.5448 4.1422 -0.0379
H -0.0270 -2.2619 -3.0103
H 0.4178 -0.8330 -4.0885
H -0.2884 -2.3506 -4.7820
H -2.4348 -2.5552 -2.3184
H -2.7091 -2.9067 -4.0913
H -3.7206 -1.7031 -3.2122
H -1.4096 0.4443 -5.2272
H -3.1557 -0.0758 -4.8420
H -2.0874 -1.1246 -5.8008
C 0.0668 -1.9096 4.3391
C -0.7195 -1.5423 3.0605
Ge -0.1902 0.1395 2.0032
C -0.7697 1.6017 3.2960
C -1.2896 1.1939 4.6708
C 1.7756 0.2805 2.2178
C 2.6829 -0.2713 1.3979
Ge 2.0145 -0.8846 -0.4287
C 2.9929 -2.5011 -0.9230
C 3.0879 -3.5714 0.1857
C 2.5491 0.4506 -1.8473
C 3.9964 0.9524 -1.8942
C 4.0946 -0.4699 1.9098
C 5.1988 -0.7120 1.0846
C 6.4892 -0.8427 1.5952
C 6.7398 -0.6313 2.9543
C 5.6502 -0.4105 3.8199
C 4.3465 -0.3045 3.3260
H 0.1837 -3.0084 4.4084
H -0.4876 -1.6193 5.2237
H 1.0724 -1.4724 4.3897
H -1.7934 -1.3466 3.2375
H -0.6387 -2.3637 2.3135
H -1.5428 2.1422 2.7247
H 0.0707 2.3064 3.4159
H -2.2603 0.6716 4.6496
H -1.4617 2.1003 5.2650
H -0.5873 0.5737 5.2232
H 2.0651 0.8452 3.1031
H 4.0029 -2.1599 -1.2155
H 2.4875 -2.9215 -1.8023
H 3.0250 -3.1497 1.2089
H 4.0401 -4.0963 0.0880
H 2.3059 -4.3323 0.0653
H 1.8833 1.3517 -1.7531
H 2.3355 -0.0685 -2.8142
H 4.2740 1.5000 -0.9692
H 4.1457 1.6134 -2.7841
H 4.7039 0.1093 -1.9808
H 5.0708 -0.7337 -0.0155
H 7.2937 -1.1484 0.9093
H 7.7459 -0.6735 3.3315
H 5.8053 -0.2884 4.8880
H 3.5121 -0.1740 4.0078
O -0.3863 -2.4179 -0.8479
C 0.1359 -1.3591 -0.5481
```

## Properties
Multiplicity ... 3
Expectation value of S² ... 2.278
Strongest force on any atom ... 4.56 eV/A
HOMO level (alpha / beta) ... -12.956 / -12.931 eV
Net charge ... +2
Gap between HOMO and LUMO (alpha / beta) ... 0.209 / 0.179 Eh


Here is a molecular structure, C29H54AgN2O22PbS2 from the OMol25 dataset. Energies are from wB97M-V/def2-TZVPD.

```
111
Properties=species:S:1:pos:R:3
Pb -0.7646 -1.2523 -2.7884
Ag 0.0648 2.2840 -3.2899
C 2.6549 -0.9082 2.0548
C 1.3918 -1.6913 2.4428
C 1.3948 -2.4390 3.8166
O 0.4830 -1.7907 4.7598
C 0.3014 -2.5635 5.9648
N 0.2748 -0.6569 2.3123
H 0.3886 0.0248 3.0488
H 0.3665 -0.2965 1.3732
H -0.6447 -1.0631 2.4103
H 3.4885 -1.6050 2.1426
H 2.8811 -0.1787 2.8324
H 2.5213 -0.4218 1.0885
H 1.1769 -2.4453 1.6856
H 2.3221 -2.5469 4.3792
H 1.0455 -3.4712 3.8425
H 1.2423 -2.5086 6.5124
H -0.0520 -3.5635 5.7135
H -0.4823 -2.1045 6.5675
C -2.8098 -5.2080 -1.3912
C -1.9514 -3.9996 -1.3769
C -1.0221 -3.9855 -0.1848
C 0.2473 -4.9039 -0.1802
C 1.0461 -4.5239 -1.4571
C 0.2266 -4.5123 -2.7528
N -1.1165 -3.8789 -2.6325
O -1.8583 -3.4896 -3.8686
C 0.0495 -5.9157 -3.3282
C 1.2067 -3.6713 -3.7316
C -2.7957 -2.7247 -1.1579
H -3.4915 -5.1519 -2.2398
H -3.3315 -5.2534 -0.4352
H -2.2598 -6.1482 -1.4321
H -1.6250 -4.1813 0.7019
H -0.6694 -2.9611 -0.0649
H -0.0375 -5.9559 -0.1944
H 0.9055 -4.8692 0.6879
H 1.8683 -5.2395 -1.4527
H 1.7725 -3.7134 -1.3975
H 0.4402 -5.9609 -4.3447
H -0.9308 -6.3727 -3.4630
H 0.5715 -6.6091 -2.6688
H 1.5187 -2.7196 -3.3016
H 0.7191 -3.2618 -4.6163
H 2.0655 -4.2263 -4.1094
H -3.5219 -2.5607 -1.9540
H -2.3135 -1.7761 -0.9216
H -3.4022 -2.7624 -0.2530
S 0.0499 1.0915 -0.7469
O -0.9541 1.1693 -1.7210
O 1.0600 1.9053 -1.4044
O -0.3550 1.4732 0.5712
O 0.3889 -0.3628 -0.6892
S -2.7002 1.2672 -4.6682
O -4.0650 1.8342 -4.2468
O -1.5328 2.1971 -4.6295
O -2.3851 0.0627 -3.9185
O -3.0181 1.0266 -6.0830
C -4.8229 4.3022 -0.0494
C -5.2015 3.1275 -0.9899
C -4.4844 1.7539 -0.7363
O -5.5096 0.8456 -0.5642
C -6.7571 1.4581 -0.7187
O -7.7963 0.8574 -0.6113
O -6.6000 2.7856 -0.9016
H -4.4524 4.0920 0.9539
H -5.6050 5.0562 0.0406
H -4.0934 4.9044 -0.5909
H -5.2667 3.4763 -2.0205
H -3.9377 1.8764 0.1987
H -3.8036 1.5177 -1.5542
C 3.2018 -0.6522 -1.8243
C 4.6964 -0.5308 -1.4489
C 5.2795 0.8088 -1.5072
O 5.9387 1.0831 -0.3464
C 5.6744 0.1017 0.5086
O 6.0833 0.0963 1.7041
O 4.9395 -0.8761 -0.0964
H 2.9940 -1.0217 -2.8285
H 2.7237 0.3273 -1.8343
H 2.6834 -1.3707 -1.1895
H 5.3294 -1.0446 -2.1723
H 4.6267 1.6327 -1.7955
H 6.0772 0.8829 -2.2463
C -2.5858 2.9545 3.7000
C -1.1673 3.6315 3.8886
C -0.6129 4.3581 2.6183
O -1.3153 5.5409 2.8068
C -1.4948 5.8831 4.1007
O -1.7142 6.9930 4.6145
O -1.3689 4.7299 4.7713
H -2.5355 2.0872 3.0417
H -3.2573 3.6106 3.1460
H -2.9290 2.6258 4.6809
H -0.4865 2.8457 4.2159
H -0.9374 4.0287 1.6312
H 0.4526 4.5786 2.6820
C 2.9246 2.9653 1.0965
C 3.2327 3.7345 -0.2020
C 2.3971 4.9072 -0.4456
O 3.4449 5.9521 -0.6439
C 4.7065 5.4592 -0.5540
O 5.7105 6.1444 -0.5473
O 4.6066 4.1732 -0.2817
H 1.8457 2.8101 1.1006
H 3.0848 3.6058 1.9638
H 3.4417 2.0088 1.1723
H 3.0858 2.8861 -0.8704
H 1.7901 5.1664 0.4219
H 1.7196 4.8994 -1.2995
```

## Properties
Multiplicity ... 2
Expectation value of S² ... 0.758
Strongest force on any atom ... 9.75 eV/A
HOMO level (alpha / beta) ... -6.799 / -6.780 eV
Gap between HOMO and LUMO (alpha / beta) ... 0.184 / 0.128 Eh